--- one ---
This record from the OMol25 dataset describes 2 unconnected molecules or ions with the total composition C2H4OS2. The level of theory is ωB97M-V with the def2-TZVPD basis set.

The value obtained for the HOMO energy (alpha / beta) is -8.29 / -8.45 eV. The frontier orbital gap (alpha / beta) is 7.9 / 7.3 eV.

Last column: Löwdin charge in e.
CARTESIAN COORDINATES (ANGSTROEM)
C 1.978 -0.290 -0.244  -0.121
C -1.514 -0.209 0.059  -0.425
O 1.779 -0.536 0.922  -0.042
S 0.403 1.936 -0.655  0.174
S -0.595 1.124 0.866  0.355
H 2.782 -0.580 -0.874  0.059
H -1.687 -0.744 0.943  0.008
H -0.766 -0.595 -0.511  -0.038
H -2.382 -0.105 -0.505  0.030

=====

--- two ---
This record from the OMol25 dataset describes a molecular structure, C2H4OS2. The level of theory is ωB97M-V with the def2-TZVPD basis set.

The value obtained for the HOMO energy is -9.11 eV. The frontier orbital gap is 8.2 eV.

Last column: Löwdin charge in e.
CARTESIAN COORDINATES (ANGSTROEM)
C -0.402 -0.870 0.297  -0.448
C 0.520 0.148 0.056  -1.319
H -1.307 0.421 -0.959  0.180
H -0.511 -1.210 1.335  0.132
H 0.287 -1.786 -0.194  0.156
H 1.213 2.088 -0.564  0.038
O -1.741 -0.491 -0.153  -0.216
S -0.178 1.724 0.177  0.780
S 2.119 -0.023 0.004  0.696

=====

It is one that is the most stable of them.

=====

--- one ---
This record from the OMol25 dataset describes 2 unconnected molecules or ions with the total composition C2H4OS2. The level of theory is ωB97M-V with the def2-TZVPD basis set.

The value obtained for the HOMO energy is -9.30 eV. The frontier orbital gap is 9.1 eV. As for the SMILES: C#C.SOS.

Last column: Löwdin charge in e.
CARTESIAN COORDINATES (ANGSTROEM)
C -2.205 1.124 -0.673  -0.010
C -2.733 0.380 0.068  -0.025
H -1.667 1.692 -1.407  0.031
H -3.250 -0.067 0.876  0.017
S 3.014 -1.626 -0.494  0.706
O 1.720 -0.484 -0.302  -1.103
S 1.285 0.071 1.241  0.650
H 3.890 -0.650 -0.688  -0.156
H -0.053 -0.440 1.379  -0.109

=====

--- two ---
This record from the OMol25 dataset describes a molecular structure, C2H4OS2. The level of theory is ωB97M-V with the def2-TZVPD basis set.

The value obtained for the HOMO energy (alpha / beta) is -8.65 / -8.61 eV. The frontier orbital gap (alpha / beta) is 5.0 / 4.9 eV.

Last column: Löwdin charge in e.
CARTESIAN COORDINATES (ANGSTROEM)
C 0.327 2.172 1.070  -1.192
C -0.125 -1.764 -0.927  -0.322
O 0.424 -1.290 0.183  -0.179
S -0.097 3.696 1.558  0.618
S -0.969 1.144 1.142  0.792
H 1.313 1.880 0.743  0.021
H 0.157 -1.200 -1.836  0.075
H -1.230 -1.822 -0.863  0.083
H 0.201 -2.816 -1.070  0.103

=====

--- three ---
This record from the OMol25 dataset describes C2H4OS2 in the gas phase. The level of theory is ωB97M-V with the def2-TZVPD basis set.

The value obtained for the HOMO energy (alpha / beta) is -7.89 / -7.89 eV. The frontier orbital gap (alpha / beta) is 7.3 / 7.3 eV.

Last column: Löwdin charge in e.
CARTESIAN COORDINATES (ANGSTROEM)
C -0.967 -1.202 -1.593  0.043
C 1.009 0.390 -0.163  -0.525
O -0.159 -0.777 -0.721  -0.171
S 0.061 0.959 2.763  0.255
S 1.373 -0.006 1.380  0.434
H -1.235 -2.252 -1.555  0.093
H -1.380 -0.576 -2.378  0.094
H 0.604 1.333 -0.483  0.009
H 0.693 2.132 2.750  -0.231

=====

--- four ---
This record from the OMol25 dataset describes C2H4OS2 in the gas phase. The level of theory is ωB97M-V with the def2-TZVPD basis set.

The value obtained for the HOMO energy is -8.81 eV. The frontier orbital gap is 9.2 eV. As for the SMILES: OC(=S)CS.

Last column: Löwdin charge in e.
CARTESIAN COORDINATES (ANGSTROEM)
O 1.670 0.088 -0.503  -0.030
C 0.797 0.601 0.359  -0.980
S 1.067 1.951 1.186  0.737
C -0.513 -0.150 0.480  -0.535
S -0.784 -1.301 -0.886  0.790
H 1.209 -0.567 -1.029  -0.002
H -1.283 0.613 0.505  0.072
H -0.519 -0.700 1.409  0.078
H -1.644 -0.534 -1.521  -0.129

=====

It is four that is the most stable of them.

=====

--- one ---
This record from the OMol25 dataset describes 2 unconnected molecules or ions with the total composition C2H4OS2. The level of theory is ωB97M-V with the def2-TZVPD basis set.

The value obtained for the HOMO energy is -9.61 eV. The frontier orbital gap is 9.1 eV.

Last column: Löwdin charge in e.
CARTESIAN COORDINATES (ANGSTROEM)
C 0.885 -0.656 -0.994  -0.029
C -0.240 -0.359 -0.371  -0.439
O -1.895 1.170 0.836  -0.482
S 1.001 1.937 1.090  0.252
S -0.502 0.683 0.871  0.295
H 0.872 -1.337 -1.739  0.028
H 1.771 -0.115 -0.673  0.048
H -1.239 -1.196 -1.078  0.244
H -0.653 -0.126 2.057  0.084

=====

--- two ---
This record from the OMol25 dataset describes 2 unconnected molecules or ions with the total composition C2H4OS2. The level of theory is ωB97M-V with the def2-TZVPD basis set.

The value obtained for the HOMO energy is -8.71 eV. The frontier orbital gap is 7.9 eV. As for the SMILES: OC=S.C=S.

Last column: Löwdin charge in e.
CARTESIAN COORDINATES (ANGSTROEM)
O 1.302 -0.313 0.714  -0.112
C 2.449 -0.781 0.231  -0.766
S 3.622 0.271 -0.318  0.595
H 0.555 -0.989 0.909  0.112
H 2.760 -1.891 0.371  0.090
C -2.673 0.999 -0.607  -0.574
S -2.235 -0.338 0.126  0.644
H -3.710 1.121 -0.887  -0.006
H -2.071 1.921 -0.539  0.017

=====

--- three ---
This record from the OMol25 dataset describes C2H4OS2 in the gas phase. The level of theory is ωB97M-V with the def2-TZVPD basis set.

The value obtained for the HOMO energy is -9.03 eV. The frontier orbital gap is 9.4 eV. As for the SMILES: O=CSCS.

Last column: Löwdin charge in e.
CARTESIAN COORDINATES (ANGSTROEM)
O 2.089 -1.409 0.098  0.026
C 1.991 -0.284 -0.190  -0.678
S 0.687 0.909 -0.505  0.773
C -1.252 0.762 0.127  -0.727
S -1.868 -0.859 -0.342  0.616
H 2.865 0.290 -0.494  0.056
H -1.694 1.362 -0.720  0.030
H -1.255 0.759 1.221  0.026
H -1.564 -1.531 0.805  -0.122

=====

It is three that is the most stable of them.

=====

--- one ---
This record from the OMol25 dataset describes a molecular structure, C41H31BrN5NaO2S. The level of theory is ωB97M-V with the def2-TZVPD basis set.

As for the charge: -2. The value obtained for the HOMO energy (alpha / beta) is -0.23 / -0.22 eV. The frontier orbital gap (alpha / beta) is 3.9 / 3.9 eV.

Last column: Löwdin charge in e.
CARTESIAN COORDINATES (ANGSTROEM)
Na -0.020 0.072 0.258  0.270
O -1.074 -1.606 1.173  -0.051
C -0.858 -2.838 1.132  -0.386
C -1.252 -3.799 2.053  -0.076
C -0.992 -5.189 1.864  -0.164
C -0.246 -5.722 0.872  -0.134
C 0.425 -4.806 -0.091  -0.205
C -0.097 -3.339 -0.138  -0.233
C -0.894 -2.926 -1.318  -0.082
N -0.800 -1.754 -1.780  0.087
C -1.593 -1.373 -2.919  -0.208
C -2.766 -0.460 -2.540  -0.135
N -2.505 0.582 -1.548  -0.053
C -3.255 0.466 -0.366  -0.059
C -3.168 1.303 0.763  -0.178
C -4.234 1.286 1.691  -0.082
C -4.245 2.071 2.824  -0.157
C -3.155 2.915 3.071  -0.142
C -2.079 2.948 2.209  -0.033
C -2.008 2.139 1.040  -0.388
O -0.978 2.100 0.298  -0.099
H -1.826 -3.466 2.909  0.081
H -1.440 -5.874 2.584  0.081
H -0.110 -6.796 0.796  0.063
H 0.440 -5.226 -1.106  0.129
H -1.565 -3.675 -1.777  0.136
H -2.030 -2.249 -3.432  0.106
H -0.938 -0.872 -3.634  0.070
H -3.552 -1.099 -2.131  0.109
H -3.166 -0.007 -3.456  0.122
H -3.996 -0.326 -0.367  0.104
H -5.073 0.625 1.486  0.094
H -5.080 2.028 3.514  0.072
H -3.140 3.535 3.962  0.080
H -1.214 3.563 2.429  0.091
S 0.610 1.220 -4.611  1.064
C 2.030 0.465 -3.958  -0.469
C 3.137 -0.083 -4.601  -0.116
C 4.155 -0.592 -3.819  -0.113
C 4.085 -0.549 -2.421  -0.080
C 2.992 -0.006 -1.776  0.000
C 1.947 0.491 -2.559  -0.279
N 0.799 1.061 -2.036  0.163
C 0.023 1.481 -2.966  -0.507
C -1.201 2.289 -2.793  -0.156
C -1.146 3.568 -3.348  -0.062
C -2.172 4.480 -3.177  -0.104
C -3.287 4.101 -2.448  -0.084
C -3.368 2.831 -1.913  -0.004
C -2.338 1.897 -2.068  -0.168
H 3.196 -0.109 -5.682  0.094
H 5.025 -1.030 -4.294  0.090
H 4.899 -0.956 -1.834  0.100
H 2.896 0.009 -0.698  0.095
H -0.252 3.860 -3.886  0.096
H -2.086 5.478 -3.590  0.089
H -4.106 4.795 -2.295  0.096
H -4.233 2.531 -1.339  0.115
Br 2.942 5.773 5.079  0.612
C 2.686 4.118 4.154  -0.721
C 3.176 2.947 4.701  -0.172
C 3.003 1.745 4.034  -0.043
C 2.341 1.685 2.787  -0.285
C 1.836 2.908 2.278  -0.022
C 2.002 4.102 2.943  -0.151
N 2.123 0.582 2.008  0.069
C 2.457 -0.621 2.448  -0.128
C 2.224 -1.787 1.672  -0.307
C 2.472 -3.092 2.304  -0.039
C 2.282 -4.246 1.659  -0.062
C 1.859 -4.256 0.227  -0.189
C 1.392 -2.857 -0.238  -0.232
N 1.764 -1.670 0.449  0.088
H 3.694 2.966 5.652  0.085
H 3.398 0.851 4.498  0.082
H 1.266 2.863 1.357  0.099
H 1.591 5.015 2.531  0.092
H 2.885 -0.788 3.439  0.085
H 2.794 -3.083 3.340  0.092
H 2.435 -5.193 2.165  0.095
H 2.643 -4.714 -0.391  0.126
H 1.614 -2.712 -1.302  0.136

=====

--- two ---
This record from the OMol25 dataset describes a molecular structure, C41H31BrN5NaO2S. The level of theory is ωB97M-V with the def2-TZVPD basis set.

As for the charge: -2. The value obtained for the HOMO energy (alpha / beta) is -0.19 / -0.26 eV. The frontier orbital gap (alpha / beta) is 4.0 / 4.0 eV.

Last column: Löwdin charge in e.
CARTESIAN COORDINATES (ANGSTROEM)
Na 0.079 -0.516 0.503  0.206
O 1.955 0.343 -0.456  -0.092
C 2.929 -0.411 -0.741  -0.392
C 3.588 -0.309 -2.018  -0.034
C 4.645 -1.103 -2.374  -0.131
C 5.169 -2.064 -1.492  -0.153
C 4.575 -2.184 -0.255  -0.099
C 3.476 -1.412 0.144  -0.140
C 3.000 -1.625 1.502  -0.120
N 1.935 -1.175 2.034  0.034
C 1.780 -1.372 3.459  -0.218
C 2.025 -0.057 4.213  -0.225
N 0.937 0.901 4.050  0.084
C 0.880 1.467 2.923  -0.132
C -0.253 2.397 2.524  -0.276
C -0.557 3.439 3.584  -0.074
C -1.763 4.069 3.578  -0.159
C -2.843 3.559 2.815  -0.140
C -2.744 2.281 2.262  -0.078
C -1.539 1.549 2.309  -0.391
O -1.438 0.306 2.159  -0.045
H 3.191 0.428 -2.705  0.096
H 5.087 -0.984 -3.360  0.086
H 6.009 -2.687 -1.774  0.070
H 4.964 -2.910 0.456  0.092
H 3.682 -2.238 2.120  0.110
H 2.493 -2.122 3.842  0.099
H 0.766 -1.719 3.670  0.102
H 2.980 0.357 3.865  0.111
H 2.126 -0.282 5.278  0.092
H 1.628 1.271 2.146  0.124
H 0.243 3.732 4.253  0.089
H -1.926 4.930 4.221  0.078
H -3.784 4.096 2.786  0.069
H -3.619 1.765 1.881  0.101
S -2.623 3.256 -1.468  1.083
C -3.383 1.722 -1.692  -0.472
C -4.568 1.410 -2.356  -0.111
C -4.989 0.094 -2.347  -0.113
C -4.257 -0.892 -1.675  -0.080
C -3.082 -0.587 -1.019  0.009
C -2.629 0.732 -1.052  -0.268
N -1.463 1.184 -0.442  0.134
C -1.350 2.454 -0.552  -0.495
C -0.228 3.264 -0.021  -0.135
C 0.372 4.119 -0.955  -0.059
C 1.489 4.866 -0.647  -0.096
C 2.028 4.758 0.628  -0.083
C 1.420 3.940 1.557  -0.035
C 0.275 3.180 1.281  -0.064
H -5.143 2.176 -2.861  0.094
H -5.904 -0.174 -2.862  0.088
H -4.617 -1.914 -1.669  0.096
H -2.505 -1.331 -0.486  0.092
H -0.039 4.149 -1.957  0.091
H 1.947 5.499 -1.397  0.092
H 2.922 5.310 0.897  0.093
H 1.837 3.879 2.555  0.114
Br -0.149 0.141 -7.312  0.613
C -0.198 -0.548 -5.526  -0.715
C 0.280 0.228 -4.475  -0.140
C 0.239 -0.265 -3.188  -0.020
C -0.271 -1.552 -2.908  -0.284
C -0.759 -2.303 -4.001  -0.039
C -0.720 -1.806 -5.295  -0.166
N -0.320 -1.953 -1.602  0.056
C -0.450 -3.242 -1.306  -0.142
C -0.758 -3.665 0.010  -0.283
C -0.806 -5.038 0.373  -0.068
C -1.141 -5.390 1.653  -0.131
C -1.436 -4.390 2.597  -0.113
C -1.356 -3.070 2.170  -0.167
N -1.027 -2.702 0.941  0.082
H 0.685 1.214 -4.668  0.093
H 0.631 0.315 -2.359  0.088
H -1.215 -3.268 -3.823  0.088
H -1.112 -2.392 -6.118  0.085
H -0.276 -4.022 -2.052  0.097
H -0.572 -5.792 -0.371  0.093
H -1.176 -6.438 1.937  0.084
H -1.708 -4.629 3.616  0.073
H -1.571 -2.246 2.848  0.098

=====

It is two that is the most stable of them.

=====

--- one ---
This record from the OMol25 dataset describes C6H4O2 in the gas phase. The level of theory is ωB97M-V with the def2-TZVPD basis set.

The value obtained for the HOMO energy is -9.47 eV. The frontier orbital gap is 7.5 eV. As for the SMILES: O=CC1=CC=CC1=O.

Last column: Löwdin charge in e.
CARTESIAN COORDINATES (ANGSTROEM)
O -0.313 2.166 1.549  0.036
C -0.768 1.498 0.648  -0.181
C -0.164 0.099 0.337  -0.148
C 0.856 -0.457 1.024  0.014
C 1.141 -1.624 0.289  -0.094
C 0.601 -1.640 -1.001  0.018
C -0.333 -0.436 -0.986  -0.322
O -1.014 0.159 -1.868  0.097
H -1.811 1.804 0.108  0.164
H 1.417 -0.103 1.843  0.122
H 2.008 -2.416 0.426  0.148
H 1.002 -2.521 -1.686  0.147

=====

--- two ---
This record from the OMol25 dataset describes C6H4O2 in the gas phase. The level of theory is ωB97M-V with the def2-TZVPD basis set.

The value obtained for the HOMO energy is -9.54 eV. The frontier orbital gap is 10.1 eV. As for the SMILES: C#C[C@H]1C=COC1=O.

Last column: Löwdin charge in e.
CARTESIAN COORDINATES (ANGSTROEM)
C 0.186 -0.049 2.774  0.168
C -0.269 -0.067 1.605  -0.100
C -0.633 -0.492 0.324  -0.227
C -1.416 0.612 -0.411  -0.001
C -0.663 1.105 -1.422  -0.086
O 0.461 0.413 -1.534  0.083
C 0.622 -0.475 -0.522  -0.402
O 1.654 -1.103 -0.426  0.147
H 0.567 0.384 3.685  0.033
H -1.259 -1.438 0.213  0.196
H -2.384 0.850 -0.260  0.071
H -0.805 1.928 -2.049  0.118

=====

It is two that is the most stable of them.